Formula: C21H36AsBaI4N2Si
Source: the OMol25 dataset
Level of theory: ωB97M-V with the def2-TZVPD basis set

Output
F_max	0.0065	hartree/bohr
Kohn-Sham gap	5.06	eV
spin multiplicity	1
HOMO	-0.3395	hartree
charge	+1

CARTESIAN COORDINATES (ANGSTROEM)
Ba1 0.798 -0.353 0.929
C1 -2.259 3.625 0.616
C2 -3.429 3.205 0.007
C3 -3.598 1.858 -0.260
C4 -2.594 0.960 0.093
N1 -1.447 1.371 0.649
C5 -1.298 2.673 0.905
C6 -2.755 -0.503 -0.143
C7 -4.019 -1.072 -0.277
C8 -4.127 -2.435 -0.489
C9 -2.974 -3.198 -0.556
C10 -1.761 -2.556 -0.398
N2 -1.642 -1.243 -0.202
H1 -2.084 4.664 0.856
H2 -4.199 3.914 -0.263
H3 -4.494 1.515 -0.756
H4 -0.361 2.968 1.363
H5 -4.910 -0.468 -0.189
H6 -5.102 -2.893 -0.587
H7 -3.009 -4.267 -0.713
H8 -0.837 -3.125 -0.428
I1 4.457 0.089 0.395
C11 4.180 2.182 0.690
I2 2.388 2.917 -0.190
H9 5.011 2.693 0.223
H10 4.141 2.379 1.754
I3 2.317 -3.717 1.143
I4 4.124 -3.701 -0.791
C12 2.527 -1.158 4.361
Si1 0.775 -0.450 4.379
C13 0.233 -0.266 6.171
C14 0.958 1.354 3.742
C15 -0.257 -1.396 3.212
H11 3.196 -0.612 5.029
H12 2.992 -1.143 3.365
H13 2.522 -2.204 4.678
H14 0.941 0.319 6.763
H15 0.133 -1.248 6.639
H16 -0.742 0.223 6.232
H17 1.434 1.962 4.514
H18 -0.020 1.801 3.544
H19 1.585 1.509 2.847
H20 -1.297 -1.040 3.203
H21 -0.261 -2.459 3.476
C16 3.143 0.004 -3.904
C17 1.792 0.708 -3.911
As1 0.512 -0.072 -2.646
C18 -1.088 0.908 -3.220
C19 -1.032 2.393 -2.888
C20 0.103 -1.777 -3.530
C21 0.968 -2.939 -3.054
H22 3.860 0.528 -4.537
H23 3.066 -1.016 -4.281
H24 3.564 -0.044 -2.896
H25 1.341 0.688 -4.906
H26 1.912 1.755 -3.628
H27 -1.942 0.432 -2.732
H28 -1.202 0.751 -4.295
H29 -0.896 2.559 -1.816
H30 -1.953 2.898 -3.182
H31 -0.211 2.890 -3.409
H32 0.194 -1.632 -4.609
H33 -0.952 -1.976 -3.322
H34 2.025 -2.778 -3.271
H35 0.674 -3.875 -3.531
H36 0.886 -3.082 -1.973

Löwdin atomic charge list, values in e, 5 entries:
1 Ba 1.147
2 C -0.036
3 C -0.032
4 C -0.002
5 C -0.231

=====

Formula: C5H10O
Source: the OMol25 dataset
Level of theory: ωB97M-V with the def2-TZVPD basis set

Output
F_max	0.0575	hartree/bohr
Kohn-Sham gap	10.88	eV
spin multiplicity	1
HOMO	-0.3629	hartree
structure (SMILES)	CCCCC=O

CARTESIAN COORDINATES (ANGSTROEM)
C1 -1.473 1.205 2.394
C2 -1.492 0.560 0.999
C3 -0.117 0.026 0.480
C4 0.007 -0.341 -1.054
C5 1.330 -1.006 -1.305
O1 2.191 -0.638 -2.098
H1 -0.734 0.630 3.179
H2 -0.971 2.258 2.354
H3 -2.531 1.206 2.838
H4 -1.932 1.284 0.291
H5 -2.226 -0.307 0.986
H6 0.604 0.791 0.681
H7 0.209 -0.840 0.999
H8 -0.220 0.549 -1.729
H9 -0.743 -1.150 -1.169
H10 1.482 -1.975 -0.727

Löwdin atomic charge list, values in e, 5 entries:
1 C -0.154
2 C -0.292
3 C -0.216
4 C -0.160
5 C -0.281

=====

Formula: C4H13NOS
Source: the OMol25 dataset
Level of theory: ωB97M-V with the def2-TZVPD basis set

Output
F_max	0.0066	hartree/bohr
Kohn-Sham gap	10.06	eV
spin multiplicity	1
HOMO	-0.3413	hartree
structure (SMILES)	NCCS.CCO

CARTESIAN COORDINATES (ANGSTROEM)
N1 1.868 -1.092 1.356
C1 1.704 -0.182 0.218
C2 1.166 -0.944 -0.993
S1 0.452 0.234 -2.171
H1 2.800 -1.485 1.374
H2 1.753 -0.591 2.228
H3 2.627 0.331 -0.046
H4 0.983 0.592 0.488
H5 1.943 -1.538 -1.470
H6 0.403 -1.629 -0.633
H7 0.494 -0.537 -3.264
C3 -1.641 0.712 2.402
C4 -1.980 0.067 1.077
O1 -1.858 1.057 0.057
H8 -2.206 1.638 2.505
H9 -1.865 0.066 3.245
H10 -0.584 0.975 2.434
H11 -3.002 -0.332 1.100
H12 -1.312 -0.773 0.869
H13 -1.647 0.605 -0.772

Löwdin atomic charge list, values in e, 5 entries:
1 N -0.003
2 C -0.367
3 C -0.558
4 S 0.740
5 H 0.065

=====

Formula: CHNO3S2
Source: the OMol25 dataset
Level of theory: ωB97M-V with the def2-TZVPD basis set

Output
F_max	0.0407	hartree/bohr
Kohn-Sham gap (alpha / beta)	5.41 / 6.18	eV
spin multiplicity	3
HOMO (alpha / beta)	0.0372 / -0.0012	hartree
charge	-2

CARTESIAN COORDINATES (ANGSTROEM)
C1 -0.324 -0.603 0.121
N1 0.667 -0.652 0.967
O1 2.312 -2.357 0.552
O2 -1.344 -1.244 -0.107
O3 2.303 -1.417 2.805
S1 -0.096 -4.002 2.715
S2 1.487 -1.929 1.700
H1 -0.259 0.420 -0.484

Löwdin atomic charge list, values in e, 5 entries:
1 C -0.652
2 N -0.187
3 O -0.529
4 O -0.138
5 O -0.529

=====

Formula: C3H6N2O4
Source: the OMol25 dataset
Level of theory: ωB97M-V with the def2-TZVPD basis set

Output
F_max	0.0622	hartree/bohr
Kohn-Sham gap	9.42	eV
spin multiplicity	1
HOMO	-0.3678	hartree

CARTESIAN COORDINATES (ANGSTROEM)
C1 1.159 1.870 -0.105
C2 -1.572 -1.535 -0.122
C3 0.761 0.394 0.182
N1 -0.479 0.103 0.278
N2 1.660 -0.760 0.085
O1 1.218 -1.869 0.057
O2 -1.469 0.885 0.353
O3 2.829 -0.537 -0.115
O4 -2.641 -1.156 0.478
H1 0.802 2.045 -1.112
H2 0.540 2.597 0.543
H3 2.243 1.928 -0.055
H4 -0.995 -2.353 0.381
H5 -1.461 -1.499 -1.238
H6 -2.593 -0.113 0.389

Löwdin atomic charge list, values in e, 5 entries:
1 C 0.013
2 C -0.074
3 C -0.184
4 N -0.070
5 N -0.362

=====

Formula: C2H3FO2Rb
Source: the OMol25 dataset
Level of theory: ωB97M-V with the def2-TZVPD basis set

Output
F_max	0.0680	hartree/bohr
Kohn-Sham gap (alpha / beta)	5.73 / 6.39	eV
spin multiplicity	2
HOMO (alpha / beta)	-0.2566 / -0.2808	hartree

CARTESIAN COORDINATES (ANGSTROEM)
C1 0.096 -0.119 0.629
C2 0.301 1.004 -0.660
F1 0.617 -1.370 0.037
H1 1.186 0.254 1.030
H2 -0.257 1.864 -0.234
H3 -0.167 0.449 -1.500
Rb1 -2.306 -2.970 0.306
O1 -1.079 -0.252 1.040
O2 1.609 1.141 -0.648

Löwdin atomic charge list, values in e, 5 entries:
1 C -0.545
2 C -0.320
3 F -0.165
4 H 0.170
5 H 0.111

=====

Formula: C8H10N2O5Pb
Source: the OMol25 dataset
Level of theory: ωB97M-V with the def2-TZVPD basis set

Output
F_max	0.1066	hartree/bohr
Kohn-Sham gap	6.70	eV
spin multiplicity	1
HOMO	-0.5643	hartree
charge	+2

CARTESIAN COORDINATES (ANGSTROEM)
Pb1 -0.154 0.149 0.775
O1 -0.017 3.753 0.093
C1 -0.075 2.708 0.554
C2 -0.052 -2.297 -0.005
O2 -0.006 -3.427 -0.198
C3 2.330 0.032 0.019
O3 3.376 -0.088 -0.431
C4 -2.644 0.045 0.069
O4 -3.719 -0.101 -0.284
C5 0.008 0.636 -4.200
H1 -0.925 1.215 -4.285
H2 0.940 1.219 -4.247
C6 0.009 -0.702 -4.150
H3 0.943 -1.262 -4.089
H4 -0.924 -1.266 -4.121
C7 -0.500 -1.786 5.346
N1 0.496 -0.726 5.200
C8 0.660 -0.065 4.050
N2 1.641 0.871 3.962
O5 -0.082 -0.335 3.045
H5 -0.932 -2.022 4.365
H6 -1.299 -1.453 6.024
H7 -0.020 -2.680 5.766
H8 1.112 -0.503 5.974
H9 1.576 1.542 3.207
H10 2.089 1.139 4.820

Löwdin atomic charge list, values in e, 5 entries:
1 Pb 1.263
2 O 0.170
3 C -0.055
4 C -0.029
5 O 0.176

=====

Formula: C3H7N3O
Source: the OMol25 dataset
Level of theory: ωB97M-V with the def2-TZVPD basis set

Output
F_max	0.1311	hartree/bohr
Kohn-Sham gap	9.54	eV
spin multiplicity	1
HOMO	-0.7341	hartree
charge	+2

CARTESIAN COORDINATES (ANGSTROEM)
C1 -1.092 -0.087 -0.178
C2 1.097 0.010 -0.043
C3 -0.675 1.302 -0.015
N1 0.075 -0.857 -0.043
N2 -2.257 -0.635 -0.143
N3 2.901 -0.563 -0.112
O1 0.746 1.218 -0.032
H1 -0.904 2.065 -0.804
H2 -0.882 1.775 0.952
H3 -0.030 -1.829 0.125
H4 -3.172 -0.129 -0.003
H5 -2.498 -1.603 -0.297
H6 3.250 -0.955 0.745
H7 3.440 0.287 -0.150

Löwdin atomic charge list, values in e, 5 entries:
1 C -0.146
2 C -0.056
3 C 0.042
4 N 0.275
5 N 0.328

=====

Formula: C4H9NO2
Source: the OMol25 dataset
Level of theory: ωB97M-V with the def2-TZVPD basis set

Output
F_max	0.2223	hartree/bohr
Kohn-Sham gap (alpha / beta)	6.59 / 7.87	eV
spin multiplicity	3
HOMO (alpha / beta)	-0.2110 / -0.3659	hartree

CARTESIAN COORDINATES (ANGSTROEM)
C1 2.853 -0.659 -0.814
C2 -1.259 0.379 -1.202
C3 -1.925 -0.471 1.145
C4 -1.124 0.450 0.358
N1 1.900 0.059 -0.389
O1 2.416 0.862 0.656
O2 -0.379 1.226 0.925
H1 2.572 -1.444 -1.500
H2 3.819 -0.502 -0.509
H3 -2.113 -0.290 -1.258
H4 -1.278 1.405 -1.515
H5 -0.264 -0.108 -1.387
H6 -1.947 -1.557 1.156
H7 -3.069 -0.385 1.137
H8 -1.740 -0.305 2.162
H9 1.540 1.342 1.037

Löwdin atomic charge list, values in e, 5 entries:
1 C -0.097
2 C 0.006
3 C -0.047
4 C -0.486
5 N -0.100

=====

Formula: C2H18BaO9
Source: the OMol25 dataset
Level of theory: ωB97M-V with the def2-TZVPD basis set

Output
F_max	0.0963	hartree/bohr
Kohn-Sham gap	6.24	eV
spin multiplicity	1
HOMO	-0.2470	hartree

CARTESIAN COORDINATES (ANGSTROEM)
Ba1 -0.331 0.020 0.606
O1 1.536 -1.960 0.098
C1 1.577 -2.067 -1.313
C2 1.675 -0.671 -1.956
O2 0.368 -0.033 -1.830
H1 0.905 -2.798 -1.746
H2 2.518 -2.558 -1.443
H3 1.686 -0.791 -3.014
H4 2.374 0.019 -1.569
O3 1.744 -1.040 2.428
H5 2.495 -0.426 2.595
H6 1.800 -1.399 1.511
O4 -2.836 0.680 -0.445
H7 -2.769 0.357 -1.340
H8 -3.588 0.218 -0.149
O5 -0.676 2.802 1.550
H9 0.197 3.099 1.846
H10 -0.503 3.093 0.657
O6 -1.760 -1.994 -0.501
H11 -2.055 -2.636 0.110
H12 -1.299 -2.528 -1.131
O7 2.114 1.515 0.715
H13 2.229 1.958 -0.136
H14 2.884 0.994 0.849
O8 -0.635 2.284 -1.332
H15 -0.333 1.529 -1.811
H16 -1.589 2.462 -1.233
O9 -2.408 -0.052 2.340
H17 -3.072 -0.659 2.580
H18 -2.251 0.583 3.066

Löwdin atomic charge list, values in e, 5 entries:
1 Ba 2.111
2 O -0.472
3 C -0.376
4 C -0.311
5 O -0.580

=====

Formula: C25H35As2N2OTi
Source: the OMol25 dataset
Level of theory: ωB97M-V with the def2-TZVPD basis set

Output
F_max	0.0069	hartree/bohr
Kohn-Sham gap (alpha / beta)	6.91 / 8.21	eV
spin multiplicity	3
HOMO (alpha / beta)	-0.3450 / -0.4010	hartree
charge	+1

CARTESIAN COORDINATES (ANGSTROEM)
Ti1 0.600 0.165 0.097
C1 -2.208 -2.919 0.746
As1 -1.788 -1.071 0.298
C2 -2.905 -0.850 -1.286
C3 -2.785 -0.091 1.666
C4 -3.784 -0.693 2.428
C5 -4.457 0.020 3.408
C6 -4.141 1.352 3.634
C7 -3.152 1.963 2.878
C8 -2.463 1.254 1.897
As2 -1.075 2.103 0.810
C9 -0.622 3.660 1.905
C10 -2.177 2.993 -0.534
H1 -3.276 -3.112 0.659
H2 -1.873 -3.149 1.755
H3 -1.676 -3.556 0.043
H4 -2.791 -1.737 -1.907
H5 -2.562 0.013 -1.853
H6 -3.950 -0.731 -1.009
H7 -4.044 -1.731 2.262
H8 -5.229 -0.463 3.993
H9 -4.664 1.914 4.396
H10 -2.918 3.005 3.060
H11 -1.454 4.356 1.985
H12 0.215 4.168 1.428
H13 -0.318 3.345 2.902
H14 -3.106 3.340 -0.087
H15 -2.389 2.309 -1.352
H16 -1.626 3.846 -0.929
O1 0.812 -0.423 2.315
C11 1.891 0.233 2.998
C12 3.009 0.461 2.019
C13 4.327 0.516 2.429
C14 5.309 0.801 1.494
C15 4.936 1.015 0.176
C16 3.600 0.929 -0.158
N1 2.641 0.655 0.743
H17 0.026 -0.393 2.874
H18 2.231 -0.373 3.837
H19 1.551 1.201 3.379
H20 4.582 0.337 3.465
H21 6.348 0.849 1.790
H22 5.669 1.239 -0.585
H23 3.255 1.079 -1.174
C17 -0.007 -3.081 -2.609
N2 0.784 -2.568 -1.497
C18 1.353 -3.669 -0.729
C19 1.871 -1.703 -1.974
C20 1.392 -0.490 -2.735
C21 1.566 -0.440 -4.114
C22 1.168 0.681 -4.829
C23 0.604 1.754 -4.158
C24 0.421 1.689 -2.779
C25 0.791 0.570 -2.024
H24 -0.796 -3.728 -2.223
H25 0.603 -3.669 -3.311
H26 -0.459 -2.254 -3.154
H27 2.073 -4.256 -1.319
H28 0.564 -4.346 -0.401
H29 1.868 -3.282 0.152
H30 2.585 -2.274 -2.590
H31 2.430 -1.396 -1.078
H32 2.029 -1.273 -4.634
H33 1.310 0.720 -5.901
H34 0.306 2.640 -4.707
H35 -0.022 2.545 -2.281

Löwdin atomic charge list, values in e, 5 entries:
1 Ti 0.517
2 C -0.271
3 As 1.127
4 C -0.249
5 C -0.417

=====

Formula: C2H12BeF6NO10S2
Source: the OMol25 dataset
Level of theory: ωB97M-V with the def2-TZVPD basis set

Output
F_max	0.1220	hartree/bohr
Kohn-Sham gap	2.61	eV
spin multiplicity	1
HOMO	-0.4815	hartree
charge	+1

CARTESIAN COORDINATES (ANGSTROEM)
Be1 -14.635 26.408 25.968
C1 -11.716 26.483 31.617
F1 -11.313 25.317 31.973
F2 -13.105 26.475 31.521
F3 -11.290 27.450 32.546
S1 -11.038 27.065 29.874
O1 -12.011 28.005 29.268
O2 -9.713 27.702 30.072
N1 -11.156 25.696 28.843
S2 -9.940 24.788 29.257
O3 -9.249 24.911 30.496
O4 -10.215 23.344 28.943
C2 -8.722 25.171 27.768
F4 -9.294 25.161 26.513
F5 -8.171 26.374 27.963
F6 -7.691 24.238 27.848
O5 -17.033 25.311 29.236
H1 -17.840 25.763 29.481
H2 -17.075 24.475 29.701
O6 -18.078 28.860 26.788
H3 -18.909 28.560 27.157
H4 -18.066 29.802 26.957
O7 -14.879 22.207 25.734
H5 -15.147 21.644 26.460
H6 -15.085 21.701 24.948
O8 -14.337 29.943 23.747
H7 -14.260 30.140 22.813
H8 -14.555 30.783 24.152
O9 -12.404 25.644 22.643
H9 -12.484 26.169 21.847
H10 -12.302 24.745 22.329
O10 -17.381 25.468 22.851
H11 -17.985 25.939 22.277
H12 -17.645 24.551 22.775

Löwdin atomic charge list, values in e, 5 entries:
1 Be 1.094
2 C -0.536
3 F 0.202
4 F 0.107
5 F 0.110

=====

Formula: C46H53N2O16
Source: the OMol25 dataset
Level of theory: ωB97M-V with the def2-TZVPD basis set

Output
F_max	0.0456	hartree/bohr
Kohn-Sham gap	7.47	eV
spin multiplicity	1
HOMO	-0.1989	hartree
charge	-1

CARTESIAN COORDINATES (ANGSTROEM)
C1 6.818 4.682 -18.140
C2 7.035 5.822 -17.141
C3 6.451 5.486 -15.772
O1 8.362 6.245 -17.002
H1 7.393 3.786 -17.908
H2 7.127 5.019 -19.127
H3 5.750 4.451 -18.157
H4 6.454 6.701 -17.491
H5 6.612 6.229 -14.991
H6 6.768 4.513 -15.383
H7 5.371 5.343 -15.921
C4 7.232 5.472 -22.846
C5 7.508 5.933 -21.558
C6 8.832 6.087 -21.152
C7 9.889 5.720 -21.981
C8 9.582 5.186 -23.219
C9 8.277 4.993 -23.628
O2 8.024 4.394 -24.852
O3 9.139 6.600 -19.933
H8 6.266 5.177 -23.238
H9 6.667 6.227 -20.946
H10 10.888 5.880 -21.600
H11 10.436 5.076 -23.880
H12 8.273 4.880 -25.640
H13 8.657 6.304 -19.132
C10 10.425 1.480 -13.889
C11 10.053 2.805 -13.782
C12 9.962 3.584 -14.954
C13 10.236 3.044 -16.194
C14 10.528 1.688 -16.271
C15 10.642 0.912 -15.148
O4 10.999 -0.400 -15.301
O5 9.484 4.844 -14.853
H14 10.658 0.883 -13.013
H15 9.787 3.092 -12.772
H16 10.162 3.708 -17.047
H17 10.811 1.278 -17.234
H18 11.418 -0.781 -14.527
H19 9.083 5.354 -15.615
C16 3.059 3.878 -22.075
C17 1.753 4.113 -21.736
C18 1.331 3.961 -20.405
C19 2.201 3.394 -19.499
C20 3.571 3.260 -19.794
C21 3.965 3.459 -21.093
O6 5.294 3.257 -21.458
O7 0.100 4.436 -20.061
H20 3.543 4.048 -23.030
H21 1.113 4.503 -22.517
H22 1.891 3.278 -18.466
H23 4.333 3.010 -19.075
H24 5.305 2.920 -22.359
H25 -0.101 4.244 -19.141
C22 7.935 10.966 -18.829
C23 7.415 10.035 -17.945
C24 7.648 10.192 -16.585
C25 8.401 11.213 -16.069
C26 8.802 12.211 -16.948
C27 8.513 12.135 -18.303
O8 9.149 13.005 -19.171
O9 7.251 9.145 -15.790
H26 7.814 10.836 -19.897
H27 6.774 9.231 -18.281
H28 8.685 11.315 -15.033
H29 9.543 12.959 -16.691
H30 9.310 12.586 -20.019
H31 7.104 8.328 -16.285
C28 8.235 -0.821 -17.468
C29 8.139 -1.719 -18.539
C30 7.215 -1.487 -19.560
C31 6.669 -0.225 -19.654
C32 6.878 0.698 -18.641
C33 7.499 0.362 -17.454
O10 7.581 1.269 -16.416
O11 7.009 -2.464 -20.500
H32 8.947 -1.053 -16.684
H33 8.698 -2.637 -18.402
H34 6.180 0.029 -20.587
H35 6.341 1.637 -18.654
H36 8.185 1.965 -16.707
H37 7.341 -3.306 -20.182
C34 10.567 8.757 -15.682
C35 11.160 9.520 -14.685
C36 12.467 9.906 -14.908
C37 13.275 9.229 -15.816
C38 12.666 8.401 -16.772
C39 11.266 8.294 -16.761
O12 10.665 7.480 -17.672
O13 13.133 10.718 -13.990
H38 9.564 8.367 -15.546
H39 10.638 9.752 -13.765
H40 14.346 9.374 -15.806
H41 13.242 7.856 -17.507
H42 9.880 6.998 -17.321
H43 12.870 10.457 -13.102
C40 5.854 3.947 -11.056
C41 6.640 4.577 -12.012
C42 7.410 5.687 -11.736
C43 7.481 6.213 -10.446
C44 6.741 5.581 -9.473
C45 5.909 4.495 -9.787
O14 5.154 4.003 -8.720
O15 8.321 6.187 -12.632
H44 5.264 3.075 -11.302
H45 6.621 4.146 -13.007
H46 8.069 7.104 -10.271
H47 6.733 5.922 -8.446
H48 4.523 3.417 -9.154
H49 8.536 5.580 -13.360
C46 6.502 9.866 -11.979
O16 6.543 10.332 -10.848
N1 6.683 10.553 -13.157
N2 6.310 8.553 -12.305
H50 6.617 10.035 -14.012
H51 6.956 11.513 -13.036
H52 6.327 8.283 -13.268
H53 6.413 7.843 -11.600

Löwdin atomic charge list, values in e, 5 entries:
1 C -0.031
2 C -0.585
3 C -0.071
4 O -0.300
5 H 0.067